Entry 1:
This record from OMol25 describes the ion C6H11BFN4O3 with charge +1. The level of theory is ωB97M-V/def2-TZVPD.

Each line ends with the Löwdin charge.
Element x y z (Å)
C (3.505, 0.024, 0.325)  -0.05
C (2.873, 0.037, -1.050)  -0.22
O (2.123, 1.249, -1.254)  0.11
B (0.797, 1.170, -1.502)  -0.69
O (0.222, 1.897, -2.492)  0.22
N (-0.031, 0.322, -0.596)  0.29
C (-1.342, 0.443, -0.362)  -0.28
N (-2.164, 1.358, -0.901)  0.20
C (-3.351, 1.106, -0.391)  -0.06
N (-3.323, 0.078, 0.452)  0.15
N (-2.029, -0.368, 0.481)  0.01
C (-1.598, -1.499, 1.272)  0.01
C (-0.522, -1.085, 2.245)  -0.48
O (-0.348, -0.008, 2.671)  0.23
F (0.234, -2.127, 2.545)  0.16
H (2.771, 0.304, 1.076)  0.08
H (3.885, -0.966, 0.555)  0.08
H (4.324, 0.734, 0.348)  0.09
H (3.629, 0.000, -1.827)  0.13
H (2.242, -0.845, -1.187)  0.11
H (-0.373, 1.394, -3.057)  0.12
H (0.456, -0.393, -0.080)  0.13
H (-4.213, 1.690, -0.661)  0.15
H (-4.096, -0.316, 0.964)  0.19
H (-1.222, -2.287, 0.623)  0.15
H (-2.448, -1.912, 1.805)  0.15

## Properties
HOMO-LUMO gap   10.29 eV
Spin multiplicity   1
SMILES string   CCOB(O)Nc1nc[nH][n+]1CC(=O)F
ΔE to the lowest compared entry with this formula, charge and spin   0.0 kcal/mol
Total energy   -804.57403 Ha
LUMO   -3.47 eV
Charge   +1
Molecular weight   216.99 u

***

Entry 2:
This record from OMol25 describes a structure of composition C52H45MnN2OP2. The level of theory is ωB97M-V/def2-TZVPD.

Each line ends with the Löwdin charge.
Element x y z (Å)
Mn (0.065, 0.570, -0.263)  0.67
C (-4.807, -2.059, 2.657)  0.00
C (-3.321, -2.364, 2.399)  -0.43
C (-2.932, -3.698, 3.058)  0.00
C (-2.473, -1.252, 2.989)  -0.09
C (-2.632, -0.902, 4.331)  0.01
C (-1.895, 0.102, 4.927)  -0.02
C (-0.944, 0.777, 4.182)  -0.04
C (-0.734, 0.440, 2.852)  -0.27
P (0.608, 1.249, 1.941)  1.09
C (2.123, 0.433, 2.502)  -0.37
C (2.079, -0.811, 3.124)  -0.07
C (3.259, -1.460, 3.462)  -0.05
C (4.482, -0.869, 3.185)  -0.05
C (4.529, 0.375, 2.565)  -0.07
C (3.356, 1.020, 2.213)  -0.12
C (0.677, 2.961, 2.485)  -0.35
C (-0.153, 3.894, 1.859)  -0.06
C (-0.176, 5.203, 2.312)  -0.04
C (0.624, 5.583, 3.382)  -0.05
C (1.446, 4.655, 4.005)  -0.05
C (1.477, 3.342, 3.562)  -0.09
C (-1.514, -0.562, 2.270)  -0.18
O (-1.274, -0.837, 0.911)  -0.09
C (-2.148, -1.697, 0.228)  -0.18
C (-2.004, -1.768, -1.160)  -0.28
C (-2.787, -2.664, -1.882)  -0.06
C (-3.713, -3.456, -1.230)  -0.03
C (-3.856, -3.338, 0.139)  0.01
C (-3.091, -2.454, 0.902)  -0.08
P (-0.796, -0.771, -2.054)  1.10
C (-1.626, 0.243, -3.280)  -0.36
C (-0.815, 1.080, -4.053)  -0.12
C (-1.385, 1.949, -4.964)  -0.05
C (-2.767, 1.994, -5.103)  -0.04
C (-3.574, 1.170, -4.334)  -0.05
C (-3.007, 0.295, -3.418)  -0.07
C (0.249, -1.995, -2.880)  -0.35
C (0.824, -2.984, -2.076)  -0.11
C (1.571, -3.996, -2.650)  -0.08
C (1.758, -4.021, -4.030)  -0.06
C (1.192, -3.040, -4.828)  -0.05
C (0.429, -2.027, -4.257)  -0.06
H (-5.014, -1.995, 3.724)  0.09
H (-5.444, -2.846, 2.257)  0.09
H (-5.096, -1.115, 2.194)  0.10
H (-3.099, -3.656, 4.134)  0.09
H (-1.881, -3.930, 2.882)  0.10
H (-3.534, -4.514, 2.657)  0.09
H (-3.364, -1.433, 4.925)  0.12
H (-2.058, 0.355, 5.965)  0.12
H (-0.358, 1.569, 4.632)  0.12
H (1.129, -1.274, 3.364)  0.11
H (3.220, -2.422, 3.956)  0.12
H (5.400, -1.369, 3.463)  0.12
H (5.484, 0.843, 2.367)  0.11
H (3.397, 1.994, 1.736)  0.11
H (-0.784, 3.607, 1.028)  0.08
H (-0.818, 5.925, 1.826)  0.12
H (0.606, 6.606, 3.733)  0.12
H (2.063, 4.951, 4.843)  0.12
H (2.116, 2.625, 4.061)  0.11
H (-2.663, -2.739, -2.956)  0.13
H (-4.320, -4.158, -1.784)  0.12
H (-4.586, -3.958, 0.641)  0.13
H (0.265, 1.049, -3.945)  0.10
H (-0.756, 2.593, -5.563)  0.12
H (-3.215, 2.675, -5.815)  0.12
H (-4.649, 1.207, -4.444)  0.12
H (-3.648, -0.342, -2.822)  0.10
H (0.665, -2.975, -1.003)  0.11
H (1.997, -4.774, -2.031)  0.12
H (2.332, -4.818, -4.483)  0.12
H (1.328, -3.066, -5.900)  0.12
H (-0.027, -1.278, -4.891)  0.10
C (1.085, 2.981, -1.735)  -0.04
C (-0.374, 3.048, -1.427)  -0.39
C (-1.292, 4.013, -1.700)  -0.03
C (-2.539, 3.582, -1.148)  -0.03
C (-2.340, 2.370, -0.556)  -0.36
C (-3.306, 1.516, 0.193)  -0.01
N (-1.008, 2.011, -0.732)  -0.11
H (1.394, 3.882, -2.263)  0.10
H (1.343, 2.133, -2.378)  0.05
H (1.698, 2.922, -0.827)  0.07
H (-1.100, 4.930, -2.234)  0.12
H (-3.479, 4.110, -1.181)  0.11
H (-4.289, 1.984, 0.175)  0.10
H (-3.023, 1.387, 1.241)  0.08
H (-3.411, 0.522, -0.254)  0.07
N (1.963, -0.203, -0.579)  0.15
C (3.046, -0.453, -0.872)  -0.05
C (4.380, -0.775, -1.244)  -0.20
C (5.404, 0.132, -0.959)  -0.02
C (6.696, -0.183, -1.333)  -0.04
C (6.957, -1.385, -1.982)  -0.03
C (5.932, -2.278, -2.268)  -0.04
C (4.631, -1.980, -1.905)  0.00
H (5.182, 1.064, -0.457)  0.12
H (7.501, 0.508, -1.125)  0.12
H (7.970, -1.625, -2.273)  0.12
H (6.148, -3.206, -2.779)  0.12
H (3.819, -2.659, -2.128)  0.10

## Properties
HOMO-LUMO gap (spin up / spin down)   5.73 / 6.59 eV
Spin multiplicity   5
Expectation value of S²   6.11
ΔE to the lowest compared entry with this formula, charge and spin   0.0 kcal/mol
Total energy   -4026.58240 Ha
LUMO (spin up / spin down)   -6.66 / -5.78 eV
Charge   +2
Molecular weight   830.83 u

***

Entry 3:
This record from OMol25 describes a cluster of 2 separate species, C14H16 in total. The level of theory is ωB97M-V/def2-TZVPD.

Each line ends with the Löwdin charge.
Element x y z (Å)
C (-0.196, 2.611, 2.250)  -0.09
C (-0.122, 2.398, 0.780)  -0.27
C (0.383, 3.536, 0.074)  -0.05
C (0.414, 3.500, -1.324)  -0.07
C (-0.068, 2.352, -1.986)  -0.10
C (-0.651, 1.371, -1.255)  -0.09
C (-0.733, 1.326, 0.162)  -0.03
H (0.734, 2.553, 2.868)  0.09
H (-0.860, 1.923, 2.806)  0.08
H (-0.523, 3.590, 2.583)  0.07
H (0.696, 4.369, 0.655)  0.10
H (0.894, 4.402, -1.679)  0.10
H (-0.107, 2.456, -3.040)  0.09
H (-1.205, 0.520, -1.696)  0.11
H (-1.139, 0.487, 0.686)  0.08
C (1.780, -3.095, -1.554)  -0.06
C (0.661, -2.687, -0.624)  -0.27
C (1.008, -2.241, 0.665)  -0.04
C (0.064, -1.564, 1.452)  -0.10
C (-1.261, -1.969, 1.335)  -0.11
C (-1.633, -2.545, 0.121)  -0.11
C (-0.720, -2.740, -0.908)  -0.06
H (2.305, -2.238, -1.996)  0.08
H (1.289, -3.487, -2.505)  0.09
H (2.397, -3.858, -1.141)  0.07
H (2.049, -2.150, 0.904)  0.10
H (0.313, -0.967, 2.315)  0.10
H (-2.123, -1.923, 2.008)  0.11
H (-2.601, -3.011, -0.011)  0.10
H (-1.042, -2.920, -1.945)  0.11

## Properties
HOMO-LUMO gap   9.78 eV
Spin multiplicity   1
SMILES string   Cc1ccccc1.Cc1ccccc1
ΔE to the lowest compared entry with this formula, charge and spin   41.1 kcal/mol
Total energy   -543.00734 Ha
LUMO   0.92 eV
Molecular weight   184.28 u

***

- total energy of number 1 (C6H11BFN4O3)?
  -804.57403 Ha

***

- Which of these has the highest molecular weight?
  C52H45MnN2OP2